#one
This record from OMol25 describes a cluster of 2 separate species, C3H5BrO in total. The level of theory is ωB97M-V/def2-TZVPD.

The calculation puts the molar mass at 137.0 g mol⁻¹. The SMILES is CC=C=O.Br. For the HOMO-LUMO gap, the calculation gives 0.3527 Ha. Its charge is 0. For the highest occupied orbital energy, the calculation gives -9.0765 eV.

Each atom is followed by the atoms it is bonded to, with distances in Å.
Positions of all 10 atoms, in Å:
1 Br 4.25 -0.01 0.02  H9 1.505
2 O 0.09 2.24 0.41  C3 1.164
3 C -0.59 1.29 0.37  O2 1.164, C5 1.269
4 C -0.92 -1.10 -0.45  C5 1.551, H6 1.039, H8 0.992, H10 1.050
5 C -1.28 0.24 0.25  C3 1.269, C4 1.551, H7 1.087
6 H -0.08 -0.82 -0.98  C4 1.039
7 H -2.27 0.37 0.70  C5 1.087
8 H -1.79 -1.35 -0.85  C4 0.992
9 H 3.14 0.96 0.32  Br1 1.505
10 H -0.55 -1.83 0.21  C4 1.050



#two
This record from OMol25 describes an isolated molecule of C3H5BrO. The level of theory is ωB97M-V/def2-TZVPD.

The calculation puts the molar mass at 137.0 g mol⁻¹. The SMILES is C[C@H]1O[C@@H]1Br. For the HOMO-LUMO gap, the calculation gives 0.3979 Ha. Its charge is 0. For the highest occupied orbital energy, the calculation gives -9.7801 eV.

Each atom is followed by the atoms it is bonded to, with distances in Å.
Positions of all 10 atoms, in Å:
1 Br -1.99 -1.81 1.10  C3 1.834
2 O -1.29 0.08 -0.69  C3 1.339, C4 1.362
3 C -0.81 -1.01 -0.06  Br1 1.834, O2 1.339, C4 1.508, H10 1.150
4 C -0.36 0.40 0.25  O2 1.362, C3 1.508, C5 1.551, H8 1.176
5 C 1.07 0.80 -0.21  C4 1.551, H6 1.103, H7 1.114, H9 1.038
6 H 1.70 1.18 0.61  C5 1.103
7 H 1.13 1.44 -1.12  C5 1.114
8 H -0.71 0.84 1.28  C4 1.176
9 H 1.43 -0.07 -0.64  C5 1.038
10 H -0.17 -1.84 -0.53  C3 1.150



#three
This record from OMol25 describes an isolated molecule of C3H5BrO. The level of theory is ωB97M-V/def2-TZVPD.

The calculation puts the molar mass at 137.0 g mol⁻¹. The SMILES is C[C@H]1O[C@@H]1Br. For the HOMO-LUMO gap, the calculation gives 0.4069 Ha. Its charge is 0. For the highest occupied orbital energy, the calculation gives -10.1646 eV.

Each atom is followed by the atoms it is bonded to, with distances in Å.
Positions of all 10 atoms, in Å:
1 Br -3.02 0.34 -0.05  C4 1.981
2 O -0.77 -1.27 -0.06  C4 1.326, C5 1.414
3 C 1.36 0.22 -0.19  C5 1.514, H6 1.020, H9 1.126, H10 1.123
4 C -1.19 -0.16 0.53  Br1 1.981, O2 1.326, C5 1.424, H8 1.205
5 C -0.12 -0.06 -0.41  O2 1.414, C3 1.514, C4 1.424, H7 1.042
6 H 1.89 -0.27 -0.90  C3 1.020
7 H -0.48 0.19 -1.35  C5 1.042
8 H -1.13 -0.19 1.73  C4 1.205
9 H 1.77 -0.10 0.81  C3 1.126
10 H 1.67 1.30 -0.11  C3 1.123



Q: What are the energies relative to the best structure? A: #one 0.0; #two 25.4; #three 16.4, in kJ/mol.